Entry 1:
This record from the OMol25 dataset describes the ion C9H17IN2P with charge +1 at a distorted geometry. The level of theory is the ωB97M-V functional and the def2-TZVPD basis.

```
30
Properties=species:S:1:pos:R:3
C 0.900 -0.494 -0.756
C 1.069 0.882 -0.664
C -0.867 0.245 0.437
C 0.304 -3.022 1.113
C -0.502 -2.994 -1.188
C -0.334 3.680 -1.037
C 1.042 3.537 0.965
C -0.545 -2.203 0.179
C -0.054 2.907 0.198
N -0.143 -0.828 -0.051
N 0.040 1.450 -0.014
P -2.357 0.477 1.439
I -3.856 -0.613 -0.098
H 1.790 -1.130 -0.923
H 1.837 1.519 -1.148
H 0.164 -4.139 1.038
H 0.257 -2.654 2.150
H 1.351 -2.779 0.810
H 0.283 -2.636 -1.897
H -1.276 -2.774 -1.822
H -0.531 -4.164 -1.102
H -1.135 3.353 -1.701
H 0.586 3.866 -1.626
H -0.454 4.778 -0.649
H 0.734 4.235 1.777
H 1.610 4.161 0.238
H 1.864 2.741 1.305
H -1.542 -2.136 0.678
H -0.967 3.094 0.838
H -2.183 -0.851 2.113
```

Calculated values
structure (SMILES): CC(C)n1cc[n+](C(C)C)c1PI
HOMO-LUMO gap: 8.57 eV
F_max: 5.557 eV/Å
energy above the lowest of the compared OMol25 structures with the same formula, charge and spin: 17.97 kcal per mole
E_HOMO: -12.79 eV
LUMO: -4.21 eV
total charge: +1



Entry 2:
This record from the OMol25 dataset describes the molecule C4H7NO3 at a distorted geometry. The level of theory is the ωB97M-V functional and the def2-TZVPD basis.

```
15
Properties=species:S:1:pos:R:3
O -1.586 1.654 1.709
C -0.953 1.740 0.697
O -0.378 2.924 0.318
C -0.771 0.649 -0.297
C 0.540 -0.102 -0.039
C 0.482 -1.522 -0.666
N 1.160 -2.520 -0.029
O -0.228 -1.847 -1.598
H -0.881 3.738 0.420
H -0.729 1.050 -1.311
H -1.605 -0.065 -0.215
H 0.761 -0.303 1.008
H 1.394 0.483 -0.395
H 0.914 -3.472 -0.276
H 1.879 -2.407 0.675
```

Calculated values
structure (SMILES): NC(=O)CCC(=O)O
HOMO-LUMO gap: 10.72 eV
F_max: 1.766 eV/Å
energy above the lowest of the compared OMol25 structures with the same formula, charge and spin: 13.79 kcal per mole
E_HOMO: -10.08 eV
LUMO: 0.64 eV



Entry 3:
This record from the OMol25 dataset describes a cluster of 2 separate species, C4H3O in total at a distorted geometry. The level of theory is the ωB97M-V functional and the def2-TZVPD basis.

```
8
Properties=species:S:1:pos:R:3
H -1.882 -1.996 0.043
O 1.444 -0.238 1.873
C 0.904 0.542 1.063
C 0.022 0.152 0.018
C -0.324 0.051 -1.314
C -1.179 -0.519 -0.412
H 1.164 1.623 1.063
H -0.149 0.384 -2.334
```

Calculated values
HOMO-LUMO gap (alpha / beta): 5.90 / 5.64 eV
F_max: 2.238 eV/Å
energy above the lowest of the compared OMol25 structures with the same formula, charge and spin: 60.99 kcal per mole
E_HOMO (alpha / beta): -1.54 / -1.20 eV
LUMO (alpha / beta): 4.36 / 4.44 eV
total charge: -1



Entry 4:
This record from the OMol25 dataset describes a cluster of 2 separate species, C4H8O2 in total at a distorted geometry. The level of theory is the ωB97M-V functional and the def2-TZVPD basis.

```
14
Properties=species:S:1:pos:R:3
C 1.879 0.991 -0.372
C 0.527 0.367 -0.085
O 0.659 -1.030 -0.278
C -0.475 -1.793 -0.165
C -1.631 -1.534 0.419
O -2.709 -1.413 0.871
H 2.172 0.802 -1.410
H 2.644 0.568 0.286
H 1.844 2.075 -0.214
H 0.211 0.577 0.950
H -0.244 0.767 -0.761
H -0.375 -2.796 -0.562
H -2.291 1.277 0.299
H -2.211 1.142 1.024
```

Calculated values
structure (SMILES): CCOC=C=O.[H][H]
HOMO-LUMO gap: 8.90 eV
F_max: 1.001 eV/Å
energy above the lowest of the compared OMol25 structures with the same formula, charge and spin: 81.90 kcal per mole
E_HOMO: -8.34 eV
LUMO: 0.56 eV



Entry 5:
This record from the OMol25 dataset describes the molecule C10H15N2OPS at a distorted geometry. The level of theory is the ωB97M-V functional and the def2-TZVPD basis.

```
30
Properties=species:S:1:pos:R:3
C 3.658 -1.312 -1.115
C 3.225 -1.962 0.063
C 3.057 -0.077 -1.493
C 2.231 -1.337 0.748
C 2.059 0.583 -0.770
C 1.667 -0.058 0.423
C 0.255 0.237 2.419
C -1.271 0.660 2.458
C -3.103 0.148 -2.071
C -1.660 1.734 -0.997
N 0.694 0.541 1.099
N -2.470 0.580 -0.814
O -2.048 -0.141 1.698
P -1.897 -0.715 0.213
S -2.555 -2.480 0.083
H 4.256 -1.782 -1.837
H 3.475 -3.041 0.344
H 3.323 0.338 -2.451
H 1.685 -1.816 1.527
H 1.468 1.468 -0.874
H 0.894 0.815 3.166
H 0.354 -0.830 2.785
H -1.681 0.427 3.517
H -1.300 1.686 1.998
H -4.051 0.685 -2.252
H -2.501 0.278 -2.953
H -3.342 -0.915 -1.828
H -1.301 1.843 -2.019
H -2.259 2.699 -0.941
H -0.862 1.744 -0.126
```

Calculated values
HOMO-LUMO gap (alpha / beta): 5.80 / 7.48 eV
F_max: 3.380 eV/Å
energy above the lowest of the compared OMol25 structures with the same formula, charge and spin: 132.82 kcal per mole
E_HOMO (alpha / beta): -7.16 / -8.09 eV
LUMO (alpha / beta): -1.36 / -0.61 eV



Entry 6:
This record from the OMol25 dataset describes a structure of composition C22H17AlF10N2SeSi. The level of theory is the ωB97M-V functional and the def2-TZVPD basis.

```
54
Properties=species:S:1:pos:R:3
Al -0.682 -0.583 -0.552
N -0.332 -1.947 -2.302
C 0.715 -2.932 -2.221
C 0.952 -3.885 -3.170
C 1.993 -4.823 -2.999
C 2.784 -4.793 -1.886
C 2.571 -3.811 -0.891
C 3.352 -3.698 0.281
C 3.086 -2.702 1.177
C 2.033 -1.807 0.906
N 1.279 -1.891 -0.164
C 1.530 -2.876 -1.065
H -0.261 -1.335 -3.114
H -1.256 -2.369 -2.405
H 0.332 -3.923 -4.057
H 2.158 -5.569 -3.764
H 3.581 -5.514 -1.754
H 4.156 -4.403 0.450
H 3.666 -2.581 2.081
H 1.800 -0.998 1.586
F -4.649 4.663 -5.329
C -4.256 3.585 -4.648
C -2.942 3.157 -4.714
F -2.063 3.827 -5.467
C -2.549 2.041 -4.000
F -1.263 1.668 -4.102
C -3.427 1.315 -3.205
Se -2.866 -0.198 -2.210
C -4.739 1.771 -3.161
F -5.650 1.135 -2.420
C -5.157 2.884 -3.868
F -6.428 3.292 -3.801
C 1.053 2.176 5.119
Si 1.505 0.869 3.868
C 1.385 -0.830 4.645
C 3.237 1.169 3.221
C 0.341 0.963 2.435
C -0.465 1.141 1.536
H 1.713 2.102 5.987
H 0.023 2.056 5.461
H 1.149 3.178 4.698
H 1.942 -0.855 5.585
H 1.786 -1.614 4.000
H 0.346 -1.082 4.868
H 3.957 1.147 4.043
H 3.306 2.148 2.744
H 3.544 0.421 2.488
F -1.254 2.452 -0.246
C -1.522 2.033 1.016
F -2.730 1.434 1.005
C -1.662 3.309 1.885
F -2.591 4.107 1.366
F -0.510 3.982 1.932
F -2.024 2.995 3.129
```

Calculated values
HOMO-LUMO gap: 5.26 eV
F_max: 0.726 eV/Å
energy above the lowest of the compared OMol25 structures with the same formula, charge and spin: 76.51 kcal per mole
E_HOMO: -6.37 eV
LUMO: -1.11 eV